(1)
Here is a structure of composition C48H50As2BiIN5O14S at a distorted geometry from OMol25. Energies are from ωB97M-V with the def2-TZVPD basis set.

Each line ends with the Löwdin charge.
CARTESIAN COORDINATES (ANGSTROEM)
Bi  -1.22  0.88  0.37  1.723
C  -1.89  2.36  4.90  -0.016
C  -2.48  3.27  3.88  -0.262
N  -2.95  4.42  4.31  0.136
C  -3.51  5.28  3.47  -0.106
C  -3.68  5.03  2.13  -0.139
C  -4.40  6.05  1.27  -0.205
O  -5.52  5.54  0.59  -0.057
C  -3.18  3.80  1.61  -0.064
C  -3.47  3.47  0.25  -0.032
N  -3.06  2.43  -0.39  -0.095
C  -3.49  2.22  -1.70  -0.372
C  -3.55  3.25  -2.63  -0.010
C  -4.00  3.02  -3.92  -0.054
C  -4.38  1.74  -4.30  -0.062
C  -4.31  0.69  -3.39  -0.131
C  -3.86  0.94  -2.11  -0.571
I  -3.87  -0.62  -0.65  1.019
C  -2.53  2.91  2.49  -0.243
O  -2.01  1.75  2.15  -0.294
H  -1.81  2.90  5.84  0.091
H  -0.90  2.03  4.58  0.045
H  -2.52  1.48  5.05  0.086
H  -3.87  6.20  3.92  0.121
H  -3.73  6.44  0.50  0.122
H  -4.70  6.89  1.91  0.126
H  -6.17  5.23  1.24  0.109
H  -4.18  4.13  -0.25  0.126
H  -3.24  4.24  -2.33  0.120
H  -4.06  3.84  -4.61  0.116
H  -4.74  1.56  -5.30  0.114
H  -4.61  -0.30  -3.69  0.102
C  2.83  -2.60  -4.91  0.005
O  3.19  -2.43  -3.54  -0.017
C  2.29  -1.91  -2.73  -0.547
O  1.17  -1.55  -3.06  0.052
C  2.73  -1.79  -1.33  -0.197
C  3.70  -2.53  -0.80  -0.231
As  4.63  -2.36  0.96  1.416
C  4.42  -4.24  1.55  -0.251
C  2.97  -1.56  1.59  -0.334
C  2.76  -0.41  0.92  -0.318
As  1.42  -0.47  -0.47  1.286
C  1.80  1.05  -1.66  -0.262
C  3.91  0.51  0.79  -0.617
O  4.16  1.18  -0.18  0.104
O  4.66  0.45  1.89  -0.116
C  5.80  1.31  1.93  -0.028
C  1.86  -2.48  1.84  -0.537
O  1.22  -3.01  0.95  0.045
O  1.54  -2.75  3.11  -0.011
C  2.22  -2.08  4.16  -0.021
C  4.60  -3.45  -1.56  -0.584
O  5.77  -3.15  -1.63  0.104
O  4.18  -4.61  -2.03  0.007
C  2.85  -5.07  -1.86  -0.026
H  3.63  -3.19  -5.35  0.108
H  2.77  -1.63  -5.41  0.107
H  1.88  -3.12  -4.98  0.078
H  5.12  -4.85  0.98  0.037
H  3.41  -4.62  1.40  0.026
H  4.69  -4.32  2.61  0.030
H  2.72  0.88  -2.23  0.047
H  1.95  1.95  -1.06  0.007
H  0.97  1.18  -2.34  0.030
H  6.38  0.99  2.79  0.098
H  5.47  2.34  2.04  0.099
H  6.37  1.20  1.01  0.101
H  2.05  -2.67  5.06  0.102
H  1.81  -1.07  4.29  0.101
H  3.29  -2.01  3.95  0.095
H  2.65  -5.73  -2.71  0.098
H  2.12  -4.26  -1.85  0.080
H  2.75  -5.64  -0.94  0.097
C  -0.04  -5.05  -6.50  -0.046
C  -0.29  -4.88  -5.03  -0.293
C  0.06  -5.86  -4.12  -0.034
C  -0.20  -5.71  -2.77  -0.024
C  -0.81  -4.56  -2.30  -0.218
N  -1.12  -4.35  -0.95  0.158
C  -0.61  -5.01  0.12  -0.512
O  0.18  -5.92  0.10  0.097
N  -1.17  -4.61  1.37  0.150
C  -1.36  -3.37  1.90  -0.223
C  -1.64  -3.25  3.27  0.032
C  -1.76  -2.00  3.84  -0.010
C  -1.63  -0.87  3.04  -0.109
N  -1.40  -0.99  1.74  -0.129
C  -1.27  -2.18  1.17  -0.190
C  -1.17  -3.56  -3.21  -0.030
C  -0.92  -3.73  -4.56  -0.048
H  0.56  -5.93  -6.69  0.079
H  0.48  -4.18  -6.91  0.077
H  -0.98  -5.16  -7.03  0.086
H  0.53  -6.77  -4.46  0.118
H  0.08  -6.49  -2.07  0.109
H  -1.84  -3.67  -0.79  0.119
H  -1.00  -5.34  2.05  0.159
H  -1.73  -4.14  3.88  0.129
H  -1.95  -1.89  4.89  0.120
H  -1.70  0.13  3.42  0.080
H  -0.99  -2.18  0.13  0.058
H  -1.65  -2.66  -2.86  0.098
H  -1.20  -2.95  -5.25  0.120
C  -0.98  7.81  0.87  -0.041
C  -0.47  6.46  1.25  -0.266
C  -0.47  6.03  2.58  -0.023
C  0.05  4.79  2.93  -0.037
C  0.57  3.97  1.94  -0.270
C  0.59  4.38  0.62  -0.057
C  0.06  5.62  0.28  -0.020
S  1.26  2.37  2.28  0.560
O  2.67  2.42  2.08  -0.228
O  0.79  1.83  3.52  -0.285
O  0.64  1.55  1.11  -0.686
H  -1.64  8.21  1.64  0.080
H  -1.51  7.77  -0.07  0.078
H  -0.14  8.50  0.74  0.094
H  -0.87  6.67  3.35  0.121
H  0.07  4.47  3.95  0.124
H  1.03  3.74  -0.11  0.101
H  0.09  5.94  -0.75  0.120

- Net charge: +1
- LUMO: -3.2 eV
- Relative energy (zero: lowest compared OMol25 entry of this formula, charge and spin): 9.61 kcal per mole
- E_tot: -233149.0029 eV

(2)
Here is a structure of composition C48H50BrKN11O at a distorted geometry from OMol25. Energies are from ωB97M-V with the def2-TZVPD basis set.

Each line ends with the Löwdin charge.
CARTESIAN COORDINATES (ANGSTROEM)
K  0.18  -0.05  -0.11  0.693
C  0.29  2.97  -1.08  -0.171
C  -1.18  2.51  -0.98  -0.137
C  -1.66  1.98  -2.30  -0.287
C  -2.50  2.74  -3.11  -0.007
C  -2.87  2.26  -4.35  -0.050
C  -2.41  1.01  -4.74  -0.049
C  -1.61  0.31  -3.85  -0.136
N  -1.24  0.77  -2.66  0.100
N  1.09  2.36  -0.03  -0.248
C  0.87  3.01  1.25  -0.138
C  1.05  2.08  2.42  -0.270
C  1.32  2.60  3.68  -0.008
C  1.38  1.73  4.76  -0.048
C  1.15  0.38  4.54  -0.042
C  0.90  -0.04  3.24  -0.150
N  0.85  0.79  2.21  0.032
C  2.51  2.33  -0.31  -0.133
C  2.92  1.58  -1.55  -0.279
C  4.24  1.67  -1.99  -0.010
C  4.60  1.06  -3.17  -0.050
C  3.62  0.38  -3.89  -0.059
C  2.35  0.32  -3.36  -0.151
N  2.00  0.89  -2.21  0.081
H  0.34  4.07  -1.05  0.136
H  0.69  2.64  -2.04  0.109
H  -1.83  3.33  -0.68  0.117
H  -1.24  1.71  -0.25  0.039
H  -2.86  3.70  -2.77  0.115
H  -3.51  2.84  -5.00  0.112
H  -2.68  0.60  -5.69  0.106
H  -1.25  -0.68  -4.09  0.090
H  -0.16  3.36  1.29  0.114
H  1.52  3.89  1.38  0.138
H  1.48  3.66  3.81  0.117
H  1.59  2.11  5.75  0.112
H  1.18  -0.32  5.35  0.107
H  0.71  -1.08  3.02  0.107
H  2.99  1.84  0.54  0.131
H  2.93  3.35  -0.39  0.143
H  4.97  2.22  -1.41  0.120
H  5.61  1.12  -3.54  0.113
H  3.85  -0.08  -4.84  0.108
H  1.55  -0.18  -3.88  0.094
C  -10.20  -5.82  8.62  -0.077
O  -9.87  -4.45  8.54  -0.072
C  -8.90  -4.07  7.68  -0.272
C  -8.60  -2.71  7.66  0.007
C  -7.61  -2.22  6.85  -0.024
C  -6.87  -3.08  6.02  -0.161
C  -7.19  -4.43  6.03  -0.010
C  -8.18  -4.93  6.84  -0.005
C  -5.81  -2.59  5.17  -0.256
N  -5.02  -3.34  4.42  0.192
C  -4.19  -2.48  3.78  -0.174
C  -4.48  -1.17  4.14  -0.136
N  -5.51  -1.26  5.03  0.185
C  -3.80  -0.06  3.60  -0.073
C  -4.05  1.26  3.98  0.002
C  -3.40  2.28  3.32  -0.037
C  -2.52  1.93  2.29  -0.136
N  -2.22  0.70  1.96  0.126
C  -2.82  -0.31  2.59  -0.136
C  -2.46  -1.68  2.25  -0.147
N  -1.47  -1.89  1.38  0.076
C  -1.12  -3.13  1.11  -0.141
C  -1.74  -4.26  1.65  -0.029
C  -2.78  -4.07  2.53  0.013
C  -3.15  -2.76  2.86  -0.076
H  -10.99  -5.88  9.38  0.096
H  -9.35  -6.42  8.94  0.098
H  -10.58  -6.19  7.67  0.098
H  -9.16  -2.05  8.31  0.122
H  -7.40  -1.16  6.87  0.103
H  -6.63  -5.10  5.39  0.113
H  -8.40  -5.99  6.82  0.106
H  -5.98  -0.49  5.48  0.147
H  -4.75  1.48  4.77  0.114
H  -3.57  3.31  3.57  0.109
H  -2.04  2.71  1.72  0.081
H  -0.30  -3.26  0.42  0.075
H  -1.40  -5.25  1.38  0.107
H  -3.32  -4.88  3.00  0.119
Br  5.63  -5.04  0.91  0.762
C  4.70  -3.42  0.57  -0.667
C  4.37  -3.07  -0.73  -0.102
C  3.66  -1.89  -0.92  -0.145
N  3.31  -1.08  0.06  0.077
C  3.66  -1.41  1.29  -0.130
C  4.34  -2.58  1.61  -0.089
H  4.65  -3.70  -1.56  0.103
H  3.37  -1.59  -1.92  0.090
H  3.37  -0.71  2.06  0.100
H  4.58  -2.82  2.63  0.106
C  1.11  -3.71  -4.27  -0.039
C  0.35  -4.36  -3.10  -0.630
C  -1.15  -4.35  -3.41  -0.040
C  0.82  -5.80  -2.89  -0.039
N  0.57  -3.67  -1.82  -0.077
N  0.15  -2.31  -1.75  -0.037
H  0.96  -4.28  -5.18  0.088
H  2.18  -3.68  -4.05  0.079
H  0.77  -2.70  -4.45  0.057
H  -1.35  -4.94  -4.30  0.088
H  -1.52  -3.34  -3.59  0.063
H  -1.70  -4.78  -2.57  0.087
H  0.62  -6.39  -3.78  0.088
H  0.30  -6.23  -2.05  0.082
H  1.89  -5.83  -2.69  0.079
H  1.56  -3.69  -1.60  0.097
H  -0.86  -2.30  -1.68  0.068
H  0.42  -1.77  -2.58  0.038

- Net charge: +1
- LUMO: -1.9 eV
- Relative energy (zero: lowest compared OMol25 entry of this formula, charge and spin): 20.99 kcal per mole
- E_tot: -155391.8193 eV

(3)
Here is a structure of composition C48H51BINO2P2Sb2Sn at a distorted geometry from OMol25. Energies are from ωB97M-V with the def2-TZVPD basis set.

Each line ends with the Löwdin charge.
CARTESIAN COORDINATES (ANGSTROEM)
Sn  -0.65  0.09  0.63  1.051
I  -1.59  0.27  3.53  1.078
C  -0.80  2.27  3.60  -0.536
C  -0.21  2.61  4.79  -0.135
C  0.60  3.76  4.85  -0.042
C  0.88  4.45  3.71  -0.004
C  0.26  4.12  2.49  -0.143
C  0.60  4.81  1.30  0.009
C  0.01  4.51  0.11  -0.038
C  -1.06  3.60  0.09  -0.145
C  -1.45  2.91  1.22  -0.386
C  -0.71  3.06  2.43  -0.262
H  -0.33  1.99  5.66  0.102
H  1.05  4.03  5.80  0.122
H  1.58  5.27  3.73  0.128
H  1.36  5.59  1.36  0.129
H  0.30  5.01  -0.80  0.122
H  -1.63  3.50  -0.83  0.076
C  -0.25  -0.41  -4.55  -0.295
Sb  -0.76  0.28  -2.57  1.320
C  0.52  2.02  -2.65  -0.290
C  -2.73  1.12  -3.15  -0.278
C  -2.89  2.60  -3.01  -0.279
C  -2.30  3.41  -3.99  -0.058
C  -2.39  4.79  -3.96  -0.055
C  -3.09  5.41  -2.93  -0.057
C  -3.71  4.63  -1.98  -0.059
C  -3.62  3.23  -1.98  -0.287
C  -4.38  2.49  -0.93  -0.205
Sb  -3.60  2.55  1.09  1.595
C  -3.98  4.55  1.74  -0.232
C  -4.92  1.56  2.44  -0.210
H  -0.27  0.44  -5.22  0.014
H  -0.97  -1.16  -4.88  0.005
H  0.75  -0.85  -4.54  0.006
H  -0.06  2.94  -2.76  -0.010
H  1.19  1.92  -3.50  0.017
H  1.10  2.07  -1.73  -0.010
H  -3.45  0.55  -2.57  0.035
H  -2.82  0.83  -4.19  0.068
H  -1.78  2.92  -4.81  0.121
H  -1.93  5.38  -4.74  0.116
H  -3.18  6.48  -2.90  0.115
H  -4.30  5.10  -1.20  0.112
H  -4.53  1.44  -1.14  0.043
H  -5.36  2.96  -0.79  0.087
H  -5.03  4.79  1.60  0.028
H  -3.37  5.26  1.18  0.021
H  -3.73  4.64  2.80  0.028
H  -5.78  2.22  2.54  0.034
H  -4.46  1.41  3.41  -0.010
H  -5.22  0.61  2.02  0.005
O  1.77  0.19  0.60  -0.510
P  2.81  -0.88  0.39  0.749
C  2.23  -2.12  -0.83  -0.279
P  0.76  -2.98  -0.15  0.767
O  0.04  -2.09  0.84  -0.513
C  1.28  -4.51  0.63  -0.284
C  0.92  -4.75  1.95  -0.062
C  1.27  -5.96  2.54  -0.053
C  1.97  -6.91  1.81  -0.049
C  2.32  -6.66  0.48  -0.055
C  1.97  -5.47  -0.11  -0.074
C  -0.30  -3.39  -1.55  -0.306
C  0.21  -3.78  -2.78  -0.093
C  -0.65  -4.14  -3.80  -0.066
C  -2.02  -4.12  -3.59  -0.050
C  -2.54  -3.74  -2.36  -0.046
C  -1.68  -3.38  -1.33  -0.077
C  3.20  -1.78  1.89  -0.295
C  2.58  -1.45  3.09  -0.072
C  2.91  -2.14  4.25  -0.056
C  3.85  -3.16  4.20  -0.052
C  4.49  -3.48  3.01  -0.054
C  4.17  -2.79  1.85  -0.070
C  4.31  -0.12  -0.25  -0.281
C  4.97  -0.52  -1.40  -0.074
C  6.08  0.19  -1.83  -0.061
C  6.54  1.28  -1.11  -0.053
C  5.88  1.68  0.05  -0.056
C  4.77  0.98  0.48  -0.069
H  3.02  -2.84  -1.07  0.074
H  1.95  -1.58  -1.74  0.065
H  0.37  -4.00  2.50  0.109
H  1.00  -6.16  3.56  0.116
H  2.25  -7.84  2.27  0.117
H  2.85  -7.41  -0.09  0.116
H  2.22  -5.28  -1.15  0.104
H  1.28  -3.79  -2.95  0.106
H  -0.25  -4.45  -4.76  0.117
H  -2.69  -4.42  -4.39  0.117
H  -3.61  -3.74  -2.19  0.108
H  -2.08  -3.10  -0.36  0.081
H  1.85  -0.65  3.11  0.090
H  2.43  -1.89  5.18  0.112
H  4.11  -3.70  5.10  0.116
H  5.24  -4.26  2.98  0.117
H  4.67  -3.02  0.92  0.116
H  4.62  -1.37  -1.97  0.099
H  6.60  -0.12  -2.73  0.114
H  7.41  1.82  -1.45  0.116
H  6.24  2.53  0.62  0.114
H  4.24  1.28  1.38  0.113
B  -4.39  -2.12  0.82  -0.385
C  -3.66  -0.84  0.49  -0.262
N  -3.02  0.13  0.33  -0.167
H  -3.58  -2.69  1.53  0.047
H  -4.66  -2.73  -0.18  0.027
H  -5.38  -1.81  1.44  0.035

- Net charge: +2
- LUMO: -5.2 eV
- Relative energy (zero: lowest compared OMol25 entry of this formula, charge and spin): 25.18 kcal per mole
- E_tot: -102438.0632 eV

(4)
Here is a structure of composition C48H52Cl2N7O3P2SV at a distorted geometry from OMol25. Energies are from ωB97M-V with the def2-TZVPD basis set.

Each line ends with the Löwdin charge.
CARTESIAN COORDINATES (ANGSTROEM)
V  -0.77  -0.28  -0.85  0.381
C  4.13  -0.44  5.11  -0.037
C  3.21  -0.06  3.93  -0.441
C  3.12  1.43  3.99  -0.021
C  1.79  -0.68  4.09  -0.077
C  1.29  -1.13  5.33  0.015
C  -0.08  -1.46  5.44  -0.048
C  -0.95  -1.27  4.37  -0.057
C  -0.44  -0.75  3.17  -0.305
P  -1.54  -0.19  1.85  1.125
C  -1.93  1.59  2.31  -0.361
C  -1.16  2.30  3.19  -0.074
C  -1.41  3.67  3.41  -0.073
C  -2.50  4.26  2.84  -0.107
C  -3.43  3.49  2.14  -0.068
C  -3.09  2.17  1.82  -0.130
C  -3.12  -1.04  2.24  -0.370
C  -4.02  -0.44  3.12  -0.125
C  -5.27  -1.01  3.33  -0.074
C  -5.55  -2.22  2.68  -0.097
C  -4.62  -2.86  1.84  -0.107
C  -3.39  -2.29  1.60  -0.098
C  0.94  -0.56  3.03  -0.217
O  1.47  -0.08  1.80  -0.039
C  2.82  -0.36  1.58  -0.249
C  3.23  -0.36  0.28  -0.265
C  4.61  -0.41  0.06  -0.050
C  5.50  -0.74  1.07  -0.050
C  5.05  -0.73  2.36  0.001
C  3.71  -0.45  2.61  -0.128
P  2.03  0.02  -1.06  1.117
C  2.23  1.82  -1.16  -0.372
C  1.83  2.40  -2.41  -0.100
C  1.95  3.78  -2.53  -0.069
C  2.50  4.61  -1.50  -0.071
C  2.95  4.01  -0.37  -0.069
C  2.83  2.61  -0.21  -0.067
C  2.94  -0.68  -2.48  -0.369
C  4.11  -0.20  -3.06  -0.091
C  4.74  -0.82  -4.16  -0.066
C  4.16  -1.98  -4.59  -0.104
C  3.02  -2.52  -4.03  -0.069
C  2.40  -1.82  -2.99  -0.121
H  3.71  -0.08  6.09  0.109
H  5.05  0.04  5.01  0.058
H  4.28  -1.51  5.14  0.103
H  2.86  1.83  4.97  0.098
H  2.49  1.92  3.22  0.090
H  4.16  1.85  3.73  0.128
H  1.97  -1.15  6.15  0.095
H  -0.49  -1.79  6.43  0.122
H  -2.03  -1.37  4.59  0.114
H  -0.31  1.85  3.72  0.110
H  -0.69  4.36  3.93  0.123
H  -2.65  5.32  2.98  0.103
H  -4.38  3.87  1.77  0.113
H  -3.71  1.65  1.14  0.051
H  -3.76  0.43  3.67  0.102
H  -5.99  -0.49  3.92  0.100
H  -6.52  -2.69  2.79  0.103
H  -4.95  -3.78  1.39  0.107
H  -2.67  -2.73  0.85  0.078
H  5.02  -0.39  -0.94  0.091
H  6.57  -0.92  0.92  0.120
H  5.74  -0.79  3.17  0.113
H  1.43  1.76  -3.25  0.113
H  1.62  4.28  -3.41  0.090
H  2.51  5.66  -1.69  0.093
H  3.32  4.62  0.42  0.097
H  3.32  2.11  0.60  0.092
H  4.58  0.75  -2.80  0.117
H  5.52  -0.28  -4.65  0.106
H  4.63  -2.55  -5.46  0.131
H  2.60  -3.46  -4.40  0.107
H  1.44  -2.28  -2.68  0.067
C  -2.78  1.90  -5.44  -0.019
N  -1.92  0.90  -4.80  -0.132
C  -1.98  -0.40  -5.46  -0.036
C  -1.41  0.97  -3.58  -0.412
N  -0.70  0.07  -2.96  0.050
N  -1.83  2.09  -2.80  0.164
C  -1.54  2.53  -1.49  -0.507
N  -2.06  3.75  -1.22  0.148
N  -0.83  1.85  -0.66  0.073
H  -3.81  1.81  -5.05  0.105
H  -2.78  1.60  -6.47  0.079
H  -2.40  2.91  -5.26  0.095
H  -2.65  -0.43  -6.34  0.106
H  -2.34  -1.16  -4.79  0.074
H  -0.99  -0.63  -5.83  0.093
H  -0.59  -0.77  -3.52  0.035
H  -2.73  2.48  -3.11  0.106
H  -2.35  4.54  -1.82  0.135
H  -2.03  4.05  -0.20  0.127
H  -0.71  2.38  0.21  0.080
Cl  -4.95  2.11  -1.27  0.629
C  -5.18  0.34  -1.45  -0.971
Cl  -5.75  -0.28  0.06  0.724
C  -3.78  -0.23  -1.83  -0.797
O  -3.73  -0.60  -2.98  0.035
O  -2.88  -0.08  -0.98  -0.189
H  -5.90  0.15  -2.27  0.081
C  0.51  -3.01  1.06  -0.087
N  0.55  -4.04  0.04  -0.022
C  -0.08  -4.00  -1.14  -0.734
S  -1.09  -2.70  -1.50  0.772
N  0.08  -5.05  -2.01  -0.052
C  -0.52  -5.11  -3.30  -0.116
H  0.99  -3.31  1.97  0.095
H  -0.53  -2.68  1.30  0.051
H  1.09  -2.15  0.73  0.050
H  1.09  -4.89  0.19  0.146
H  0.49  -5.86  -1.62  0.122
H  -0.24  -4.22  -3.96  0.098
H  -1.57  -5.14  -3.21  0.061
H  -0.12  -6.03  -3.76  0.101

- 2S+1: 4
- Net charge: +1
- LUMO (alpha / beta): -1.6 / -1.6 eV
- Relative energy (zero: lowest compared OMol25 entry of this formula, charge and spin): 0.00 kcal per mole
- E_tot: -147337.4071 eV